77
Properties=species:S:1:pos:R:3:forces:R:3 method="wB97M-V/def2-TZVPD" charge=+2 gap_ha="0.1307 / 0.1727"
C -1.644974 -0.797272 -0.151288 -4.5 -0.1 -0.3
N -1.861233 0.427335 0.454486 1.4 0.8 0.7
C -3.049660 1.066669 0.216840 -0.9 0.5 0.0
C -4.134573 0.405544 -0.308257 -0.6 1.7 0.6
C -4.006988 -0.959569 -0.621368 -1.1 -0.5 -0.3
C -2.745182 -1.534522 -0.544864 -1.1 0.3 -0.1
Sc -1.219671 1.081565 2.368590 -0.7 -1.1 -1.2
C 4.607153 -0.219360 -1.677938 2.2 3.4 -2.0
O 5.137612 0.673910 -2.190433 -1.9 -3.1 1.8
C -3.035593 2.558683 0.614885 -1.2 -0.5 -0.8
N -2.061978 2.884002 1.674654 -0.1 2.2 0.0
C -2.746938 3.164621 2.979801 -0.2 0.5 -0.5
C -3.281430 1.856135 3.599786 -0.4 1.0 0.7
C -0.436368 -1.407147 -0.160575 6.1 -1.9 -3.5
P 0.498934 -1.824107 -1.744261 -2.4 -0.2 5.0
C -0.238461 -1.842222 -3.389064 -0.1 0.3 -0.6
C -0.761522 -3.274172 -3.579317 -0.1 -0.5 0.1
C 1.802768 -3.017772 -1.258891 0.0 0.1 -0.5
C 2.671905 -3.381914 -2.464150 0.2 -0.3 0.1
C 2.702355 -2.446724 -0.143173 0.3 0.0 0.0
C 1.053299 -4.255981 -0.763324 -0.1 -0.3 0.1
C -1.417709 -0.861402 -3.506628 -0.4 0.1 0.0
C 0.764056 -1.542824 -4.507579 0.4 0.0 -0.4
C -1.185333 4.083156 1.279696 -0.5 -1.2 0.5
C -2.001532 5.342514 1.096279 0.3 0.2 -0.1
H -5.119165 0.948749 -0.395808 1.2 -0.7 0.0
H -4.918815 -1.510601 -0.906230 0.8 0.2 0.1
H -2.657385 -2.583445 -0.779446 0.3 -0.1 -0.1
H 0.011423 -1.858102 0.715715 0.2 -0.3 0.0
H 3.339512 -3.279446 0.194062 -0.1 0.2 -0.1
H 3.364672 -1.645517 -0.514473 -0.5 -0.6 0.3
H 2.139660 -2.098145 0.731072 0.1 -0.1 -0.2
H 1.805678 -5.000224 -0.502456 0.0 -0.1 0.0
H 0.442459 -4.053166 0.121823 0.1 0.0 -0.2
H 0.410474 -4.680152 -1.542969 0.1 0.0 0.2
H 3.402915 -4.106767 -2.102036 0.1 0.0 -0.1
H 2.101197 -3.870230 -3.259443 0.2 0.1 0.1
H 3.222024 -2.525337 -2.866902 -0.1 -0.1 0.0
H -1.300086 -3.293054 -4.535164 0.1 0.0 0.2
H 0.057252 -4.003667 -3.641933 -0.3 0.2 0.0
H -1.458824 -3.582539 -2.786480 0.2 0.1 -0.2
H -2.247219 -1.132284 -2.839810 0.3 0.2 -0.2
H -1.134254 0.186017 -3.315396 -0.2 -0.4 -0.1
H -1.781406 -0.925679 -4.545871 0.2 0.0 0.3
H 1.669656 -2.161446 -4.457126 -0.3 0.3 -0.1
H 0.251301 -1.800728 -5.448658 0.2 0.2 0.2
H 1.046649 -0.480439 -4.564461 -0.1 -0.4 0.0
H -2.785812 3.157713 -0.279405 -0.1 -0.3 0.3
H -4.072155 2.838968 0.916469 0.7 0.0 -0.2
H -2.040548 3.699297 3.644014 -0.2 -0.4 -0.2
H -3.576000 3.883248 2.776976 0.4 -0.6 0.5
H -0.661870 3.792694 0.363241 -0.1 0.0 0.1
H -0.422627 4.177655 2.071574 -0.3 0.1 -0.2
H -2.487005 5.656676 2.019513 0.1 0.0 0.0
H -1.333186 6.144896 0.776147 -0.2 0.0 0.0
H -2.763479 5.208002 0.328196 0.0 0.1 0.0
H -3.628393 2.113121 4.615837 0.0 -0.3 -0.4
H -4.135026 1.471148 3.040922 0.1 -0.2 0.0
H -2.561003 1.021847 3.825038 -0.4 0.1 0.2
C 1.441903 0.923285 -2.331771 0.4 0.7 -0.9
H 1.845813 1.729923 -1.699532 -0.2 -0.4 -0.3
H 0.408303 1.173858 -2.671299 0.8 -0.5 0.5
H 2.101757 0.759002 -3.198728 -0.4 0.3 0.4
O 1.542259 -0.318047 -1.558103 1.3 0.9 -2.8
H 1.049551 -0.216303 -0.754373 -1.2 0.6 2.7
O 0.557501 0.947961 2.869860 4.4 -0.2 1.3
N 1.835063 0.914480 3.438969 -2.5 -2.1 1.1
C 2.793155 1.723867 3.021196 -1.0 1.5 -2.0
C 4.021182 1.699230 3.586210 1.9 -0.5 1.3
C 4.292349 0.786376 4.629252 -0.5 0.3 -0.5
C 3.276059 -0.070265 5.050253 -0.9 0.2 -0.7
C 2.010533 -0.019588 4.446046 2.1 1.9 -1.0
H 2.517297 2.413640 2.173790 0.2 -0.9 1.1
H 4.818060 2.369594 3.247179 -0.5 -0.2 0.0
H 5.274390 0.737518 5.097955 -0.3 0.1 -0.2
H 3.428855 -0.791819 5.830120 0.1 -0.1 0.2
H 1.196422 -0.650917 4.692535 -0.7 -0.3 0.0

=====

11
Properties=species:S:1:pos:R:3:forces:R:3 method="wB97M-V/def2-TZVPD" charge=0 gap_ha=0.3571
C -1.788609 -0.036279 0.006074 -0.4 -1.1 1.5
O -0.400047 -0.596860 -0.325877 -1.3 1.7 1.1
C 0.379563 0.533475 -0.217622 0.9 3.3 -0.2
N 1.680408 0.758095 -0.130369 -3.5 -2.5 -0.5
N 2.407672 -0.533850 -0.167132 -2.2 0.5 1.3
H -1.934415 0.371369 1.182551 0.8 -0.8 -3.6
H -2.447697 -0.873454 -0.086418 -0.1 -1.0 0.4
H -2.246233 0.564128 -0.822101 1.3 0.4 0.9
H -0.415983 1.377427 -0.227399 2.7 -0.4 0.0
H 3.117174 -0.383434 0.560165 -0.3 -0.4 -0.4
H 1.648166 -1.180614 0.228133 2.1 0.4 -0.6

=====

16
Properties=species:S:1:pos:R:3:forces:R:3 method="wB97M-V/def2-TZVPD" charge=+1 gap_ha=0.3606 smiles="C=NCC=[N+]=CC"
C -2.197381 -1.655323 -0.436908 1.3 2.2 -1.2
N -1.197175 -0.925258 -0.157176 0.1 -0.2 -0.9
C -0.598219 -0.329764 -1.363649 0.9 -0.2 2.4
C -0.001176 1.018694 -1.087692 2.1 0.1 -1.0
N 0.377620 1.263750 0.076720 -1.1 0.4 0.7
C 0.627361 1.121568 1.313476 2.4 0.7 -2.6
C 1.925877 0.450562 1.588086 0.9 -1.0 1.3
H -2.626115 -2.206695 0.294363 -1.4 -1.7 2.3
H -2.660889 -1.623822 -1.404224 -0.2 -0.4 -0.7
H -1.223263 -0.242362 -2.174661 -1.7 0.0 -2.0
H 0.223236 -1.022952 -1.594709 0.1 0.5 -0.4
H 0.423693 1.671554 -1.943922 -1.1 -0.9 1.5
H 0.155806 1.741962 2.013327 -1.3 0.4 1.1
H 1.790056 -0.558137 1.136793 0.3 0.2 0.8
H 2.166463 0.436979 2.712957 -0.4 -0.3 -1.9
H 2.814107 0.859244 1.027218 -1.1 0.1 0.6

=====

61
Properties=species:S:1:pos:R:3:forces:R:3 method="wB97M-V/def2-TZVPD" charge=-1 gap_ha="0.1916 / 0.2665" spin_multiplicity=2
Mn 0.008421 -0.232326 -0.101712 0.3 -0.4 -0.6
Cl 1.878814 -5.260848 4.873870 0.0 0.0 0.0
C 1.672370 -3.908294 3.774295 0.1 0.1 0.0
C 2.667465 -2.940677 3.693810 0.0 -0.1 0.1
C 2.485195 -1.877655 2.821287 -0.1 0.0 -0.1
C 1.338871 -1.750959 2.031974 -0.1 0.2 0.3
O 1.237097 -0.717661 1.227471 -0.3 0.9 1.2
C 0.328815 -2.749422 2.120210 0.0 0.0 0.0
C -0.846780 -2.717145 1.339481 0.0 0.1 0.0
N -1.213404 -1.718653 0.503120 0.1 0.3 -0.4
C -2.376689 -1.836361 -0.202576 0.0 0.0 0.1
C -3.309090 -2.873214 -0.160129 0.0 0.0 0.0
C -4.433247 -2.857916 -1.002511 0.1 0.0 0.1
C -4.675311 -1.842758 -1.889236 0.0 0.1 0.0
C -3.772909 -0.748897 -1.937998 -0.1 0.0 0.0
C -3.910768 0.350313 -2.805676 0.0 0.0 0.0
C -2.997895 1.370321 -2.767367 0.0 0.0 0.1
C -1.939350 1.294566 -1.856412 -0.1 0.0 0.1
N -1.771877 0.276475 -1.038581 0.1 0.2 -0.2
C -2.657213 -0.744363 -1.077911 0.1 0.0 0.1
C 0.532338 -3.825465 3.012774 0.0 0.0 0.0
H 3.556947 -3.017725 4.303006 0.0 0.0 0.0
H 3.240209 -1.106497 2.731086 0.0 0.0 0.0
H -1.488272 -3.586357 1.416008 0.0 0.1 0.0
H -3.170149 -3.711226 0.504587 0.0 0.0 0.0
H -5.126394 -3.689491 -0.950428 0.0 0.0 0.0
H -5.531032 -1.858794 -2.551260 0.0 0.0 0.0
H -4.738966 0.371167 -3.504051 0.0 0.0 0.0
H -3.073498 2.225608 -3.423761 0.0 0.0 0.0
H -1.206669 2.080250 -1.790520 0.1 0.1 0.0
H -0.226519 -4.593250 3.096502 0.0 0.0 0.0
O 3.978249 -2.328205 -0.633321 -0.1 -0.1 0.0
C 2.780083 -1.692212 -0.546767 0.1 0.0 -0.3
O 1.749650 -2.277837 -0.414459 0.4 -0.8 -1.4
C 3.039387 -0.192538 -0.569199 0.4 0.2 -0.2
O 1.956298 0.669112 -0.844502 -0.4 -0.4 -0.1
C 1.773261 1.022085 -2.227814 0.0 0.0 0.2
C 1.025182 -0.057590 -3.026038 0.5 0.0 0.0
O 1.279077 -0.172341 -4.223392 -0.1 0.1 0.0
O 0.195404 -0.705239 -2.327367 -0.3 -0.1 1.2
H 3.773435 -3.275336 -0.578327 0.0 0.1 0.1
H 3.404899 0.056644 0.429140 0.0 0.0 -0.1
H 3.846875 -0.011216 -1.283543 0.0 0.0 0.0
H 1.114583 1.888399 -2.191057 0.0 0.2 0.0
H 2.722101 1.312013 -2.684814 0.0 -0.1 0.0
C -0.065077 4.332946 2.103241 0.0 0.0 0.0
Si 0.392304 3.347362 0.562429 0.1 0.0 0.0
C 2.250557 3.548321 0.353530 0.0 0.0 0.0
C -0.431687 4.298446 -0.849602 0.0 -0.1 0.0
C -0.123129 1.593892 0.854188 -0.8 -0.5 -0.2
H 0.273185 5.369206 2.022915 0.0 0.0 0.0
H 0.385694 3.895407 2.996334 0.0 0.0 0.0
H -1.147545 4.339767 2.250700 0.0 0.0 0.0
H 2.535399 4.596876 0.472965 0.0 0.0 0.0
H 2.594931 3.216190 -0.623229 0.0 0.0 -0.1
H 2.786546 2.962831 1.103315 0.0 0.0 0.0
H -0.236377 5.365969 -0.723603 0.0 0.0 0.0
H -1.514373 4.158432 -0.848463 0.0 0.0 0.0
H -0.055321 4.018217 -1.835051 0.0 0.0 -0.1
H -1.187978 1.607357 1.131818 0.1 0.2 0.1
H 0.423875 1.310295 1.760627 0.0 0.1 0.0

=====

94
Properties=species:S:1:pos:R:3:forces:R:3 method="wB97M-V/def2-TZVPD" charge=+2 gap_ha="0.2562 / 0.1605" spin_multiplicity=2
Ga 9.091706 12.448599 12.204407 0.2 -0.8 -1.2
C 6.173871 11.292913 10.678212 0.9 -1.0 0.0
C 6.534988 10.398796 9.461673 0.2 1.0 -0.9
C 7.486041 9.238664 9.602491 0.1 -1.7 0.6
C 7.611703 8.362612 8.524750 1.4 0.1 0.6
C 8.606852 7.353772 8.612486 -0.7 0.9 -1.4
C 9.388669 7.254961 9.735725 0.3 -0.5 0.7
C 9.006593 7.988943 10.863655 -1.1 -0.3 -0.4
N 8.050247 8.917794 10.787996 0.0 1.6 -0.1
N 7.054980 12.499162 11.010367 0.6 0.3 0.5
C 6.374582 13.361839 12.019444 -1.4 -1.5 0.7
C 7.209488 14.485515 12.546994 0.3 0.6 0.2
C 6.633602 15.698606 12.900155 -0.1 0.6 -0.3
C 7.441695 16.800321 13.195099 1.4 -1.3 -0.6
C 8.860736 16.647127 13.164677 -2.2 -0.8 -0.2
C 9.343786 15.399614 12.874011 0.2 -1.4 0.4
N 8.550166 14.303626 12.647795 -0.8 1.2 -0.8
C 7.403459 13.300526 9.792502 0.6 -0.9 0.1
C 8.770436 12.868117 9.295271 0.5 -1.7 0.7
C 8.978613 12.554734 7.982564 -0.2 -0.3 -1.7
C 10.167799 11.913296 7.548408 -0.4 1.1 0.2
C 11.206743 11.741169 8.445875 -0.5 -0.7 0.1
C 10.952313 12.092162 9.769797 -0.2 -0.1 0.1
N 9.748916 12.533559 10.218560 -0.2 0.6 -0.1
H 6.189905 10.627492 11.551648 0.0 0.3 0.0
H 5.148788 11.599191 10.501651 -0.1 0.7 0.2
H 6.904069 10.958333 8.552381 -0.4 -0.1 1.1
H 5.577084 10.012139 9.090275 0.1 0.0 0.3
H 7.066583 8.542027 7.612966 -0.2 -0.2 -0.2
H 8.769937 6.741030 7.709796 0.0 0.2 0.7
H 10.222928 6.556437 9.810056 -0.4 0.1 0.0
H 9.278167 7.691276 11.872825 0.6 0.2 -0.2
H 6.125142 12.690036 12.889759 0.2 0.4 -0.7
H 5.372978 13.694305 11.650882 0.8 0.1 0.2
H 5.545765 15.826579 12.836204 0.5 -0.1 0.0
H 7.012853 17.765768 13.303049 -0.3 0.6 0.4
H 9.513191 17.455257 13.350223 0.6 0.7 0.1
H 10.397290 15.158400 12.833240 0.1 0.3 0.1
H 7.503516 14.328342 10.084423 -0.3 0.7 0.1
H 6.663930 13.185552 8.973491 0.3 0.2 0.6
H 8.150013 12.710931 7.244062 0.9 0.0 0.8
H 10.295754 11.662709 6.501653 -0.2 -0.2 0.1
H 12.099277 11.161100 8.154909 -0.3 0.8 0.3
H 11.745335 12.002155 10.497332 -0.2 -0.2 0.1
C 6.538056 12.254090 17.416045 0.0 -0.2 0.4
C 6.989040 11.403659 16.299589 1.0 -0.4 -0.9
C 6.670111 10.015186 16.283433 -0.5 1.4 1.1
C 7.166596 9.114020 15.351945 2.2 -1.2 -2.5
C 6.933816 7.641705 15.390580 -0.7 0.1 0.6
C 8.125904 9.596397 14.430552 -0.6 -1.2 -0.3
C 8.495161 10.927195 14.434906 -0.3 -0.6 0.0
C 7.847139 11.860474 15.303247 -1.3 0.6 0.6
N 9.561729 11.329992 13.661025 -0.2 1.3 -1.0
C 10.933949 11.369750 14.312832 0.7 -1.0 -0.2
C 11.225251 12.670193 15.061377 0.1 0.2 -0.2
C 12.672525 12.737794 15.573636 0.6 -1.1 -1.0
C 13.649784 12.471608 14.368176 -0.2 -0.8 0.2
C 13.357770 11.076400 13.703501 -0.6 1.1 0.7
C 13.502475 9.956052 14.745697 -0.6 -0.5 -0.8
C 12.559312 10.205224 15.931881 -0.3 0.2 0.0
C 12.886743 11.585669 16.597404 -0.6 0.1 -0.4
C 11.071704 10.252829 15.388014 0.0 -0.5 -0.3
C 11.907206 11.089847 13.147341 0.5 -0.4 0.8
H 7.401066 12.541028 17.997705 0.4 0.0 0.3
H 5.887749 11.681880 18.076359 -0.3 0.4 -0.1
H 6.122436 13.180862 17.069578 -0.6 0.4 -0.1
H 5.998876 9.609488 17.022413 -0.2 0.1 0.3
H 7.847770 7.233710 15.853662 -0.1 -0.3 -0.2
H 6.808276 7.203524 14.407903 0.5 0.0 -0.3
H 6.054286 7.307838 15.962005 0.4 0.4 0.1
H 8.589725 8.941205 13.659250 -0.4 0.3 1.0
H 8.046068 12.935389 15.114697 0.0 -0.7 0.6
H 10.561202 12.757763 15.917950 -0.3 0.0 0.1
H 11.025023 13.516365 14.420992 -0.1 0.6 -0.5
H 12.898742 13.729911 15.993282 -0.2 -0.4 0.1
H 14.689791 12.479931 14.709094 -0.1 -0.1 0.2
H 13.612113 13.257532 13.619580 -0.3 0.3 -0.2
H 14.024885 10.902171 12.877222 0.5 0.0 -0.3
H 14.546534 9.836133 15.048323 -0.1 0.2 0.1
H 13.209370 9.007782 14.249262 0.2 0.4 0.4
H 12.674769 9.342186 16.637994 -0.3 0.9 -0.4
H 13.928876 11.655516 16.883260 0.2 -0.3 0.3
H 12.255866 11.750798 17.490744 0.3 -0.1 -0.3
H 10.376063 10.504908 16.224206 0.4 -0.3 -0.4
H 10.768062 9.283779 14.922836 0.4 0.5 0.6
H 11.686076 10.114696 12.660697 -0.1 0.5 0.4
H 11.807263 11.869429 12.367087 0.0 0.2 0.3
F 11.882543 7.216246 14.195263 -0.1 -0.2 -0.3
As 10.894341 5.772849 14.445096 -0.8 -1.4 0.2
F 9.692351 4.369045 14.892908 2.2 2.3 -1.3
F 12.279699 4.946838 15.074731 -0.9 0.1 -0.4
F 11.256997 5.262318 12.768178 -0.6 0.2 1.7
F 10.502866 6.461006 16.007638 -0.1 -0.2 -0.2
F 9.539910 6.721242 13.780273 -0.1 -0.2 0.0

=====

21
Properties=species:S:1:pos:R:3:forces:R:3 method="wB97M-V/def2-TZVPD" charge=0 gap_ha="0.2481 / 0.2395"
N 2.424485 0.569200 -1.264325 0.0 -0.3 -2.3
N 1.475736 0.484123 -0.399074 1.3 0.0 1.9
C 0.297572 0.104662 -0.765931 -2.5 0.9 0.9
C -0.249241 0.205593 -2.062046 3.7 -1.0 -0.5
C -1.501482 -0.029517 -2.364232 -2.9 -0.4 -1.1
C -2.444539 -0.140782 -1.318337 -0.7 -1.5 0.3
C -1.965454 -0.247968 -0.001040 -4.4 0.4 -1.0
C -0.635979 -0.134874 0.316969 2.5 1.1 -0.3
C -0.226939 -0.145861 1.655898 -0.9 -0.7 -1.1
O -1.254781 -0.526920 2.429595 1.5 0.1 3.2
C 1.028432 -0.141992 2.415319 -0.3 0.5 0.7
O 0.937354 -0.595808 3.545759 -0.3 -0.8 1.1
O 2.171375 0.441049 2.111770 1.0 -0.1 -0.9
H 3.339302 0.915477 -1.104954 0.3 0.3 0.8
H 2.157786 0.367418 -2.208913 0.6 0.1 -0.6
H 0.512072 0.206191 -2.819866 -0.2 0.4 -0.8
H -1.825434 -0.184002 -3.407925 0.2 0.5 0.6
H -3.519189 -0.385722 -1.631469 1.6 0.7 1.0
H -2.798087 -0.285451 0.752917 1.4 -0.2 -0.5
H -0.721884 -0.598510 3.323197 -1.5 -0.3 -1.2
H 2.798896 0.123692 2.796687 -0.5 0.4 -0.2